(1)
216
Properties=species:S:1:pos:R:3:forces:R:3 method="wB97M-V/def2-TZVPD" gap_ev=9.09 e_homo_ev=-9.0 total_charge=0 total_energy_ev=-132770.451 multiplicity=1
C 6.8507 22.1774 -3.0126 -0.30 -0.25 -0.01
C 6.2573 20.7650 -3.2629 1.36 -1.25 3.11
O 6.3621 19.8706 -2.3685 -0.37 1.74 -1.46
N 5.6463 20.5021 -4.4013 -0.68 0.28 -2.04
C 5.7558 21.3070 -5.6197 0.36 -0.09 0.45
H 6.0705 22.9385 -3.0214 -0.23 -0.09 -0.19
H 7.5998 22.5129 -3.7298 -0.10 -0.33 -0.31
H 7.3324 22.2438 -2.0370 -0.18 -0.51 -0.01
H 5.2842 19.5861 -4.6248 0.31 -0.29 0.77
H 5.6592 20.6169 -6.4579 -0.16 0.11 0.02
H 6.7661 21.7126 -5.6732 -0.30 0.40 -0.16
H 4.9893 22.0816 -5.6431 0.17 0.16 -0.14
C 4.9482 26.5964 -9.5194 -0.18 -0.91 -0.55
C 5.6550 26.5972 -10.8909 0.62 0.50 2.42
O 6.6631 27.2618 -11.0088 0.73 0.51 -0.87
N 5.1815 25.7514 -11.7940 -1.07 -0.89 -1.19
C 5.7537 25.6002 -13.1173 1.18 0.50 -0.33
H 4.2043 27.3899 -9.4487 0.01 -0.13 -0.05
H 5.6426 26.6498 -8.6809 0.29 0.41 -0.39
H 4.5017 25.6083 -9.4078 -0.63 0.09 0.11
H 4.3158 25.2837 -11.5662 -0.06 -0.19 -0.18
H 6.7669 25.2035 -13.0531 0.13 -0.33 0.26
H 5.9559 26.5580 -13.5967 -0.45 0.28 0.10
H 5.2308 24.9779 -13.8435 -0.57 -0.03 0.63
C 9.0808 14.9167 -13.6141 -0.63 -0.54 -0.55
C 7.7776 15.6649 -13.7478 0.31 -1.33 1.80
O 7.5930 16.4036 -14.6768 -0.58 1.17 -0.67
N 6.8802 15.4620 -12.7314 -1.22 0.70 0.48
C 5.6967 16.3091 -12.5507 -0.25 -0.04 -0.42
H 9.3072 14.7198 -14.6620 0.76 0.02 0.19
H 8.9513 13.9550 -13.1177 0.03 0.03 0.18
H 9.8251 15.5093 -13.0821 0.07 0.02 -0.23
H 6.8874 14.7300 -12.0355 1.03 -0.06 -0.55
H 5.9557 17.3494 -12.7476 -0.12 -0.05 -0.09
H 5.2985 16.2364 -11.5387 0.48 -0.01 0.27
H 4.8464 16.0022 -13.1597 0.14 0.16 -0.43
C 11.8724 23.2011 -13.7759 1.06 0.19 -1.21
C 10.8299 22.8666 -12.7674 1.83 0.01 0.75
O 11.1360 22.5694 -11.6256 -0.05 -0.41 0.73
N 9.5879 22.9256 -13.1963 -1.49 -0.22 -0.45
C 8.4509 22.4798 -12.4098 -0.79 0.46 -0.11
H 11.6353 22.7824 -14.7540 -0.24 0.14 -0.14
H 12.8731 22.8229 -13.5669 -0.29 -0.24 0.61
H 12.0336 24.2720 -13.8995 -0.39 0.14 0.07
H 9.4589 23.2370 -14.1484 -0.27 -0.16 0.18
H 7.9837 21.5889 -12.8294 0.07 -0.12 -0.09
H 7.7069 23.2764 -12.4089 -0.19 -0.03 -0.05
H 8.6478 22.2900 -11.3546 0.62 0.04 -0.35
C 4.9097 15.1486 -4.5214 0.48 0.27 0.83
C 5.7990 16.1117 -3.7030 1.72 -1.92 -1.12
O 7.0112 15.9260 -3.5326 -0.57 -0.54 -0.64
N 5.2530 17.1782 -3.1965 -1.79 0.92 0.72
C 3.8111 17.4306 -3.1542 0.87 0.52 -0.03
H 4.0939 15.6770 -5.0147 0.17 -0.15 -0.22
H 4.4816 14.4325 -3.8200 -0.15 -0.05 0.07
H 5.5353 14.5633 -5.1953 -0.06 0.28 -0.07
H 5.9358 17.7651 -2.7388 -0.34 0.71 0.33
H 3.6396 18.1335 -2.3389 -0.20 -0.07 -0.10
H 3.2241 16.5232 -3.0121 0.18 0.01 0.21
H 3.5070 17.8780 -4.1004 -0.24 0.15 -0.05
C -0.1241 25.0664 -17.8773 0.02 0.29 -0.66
C 1.1226 24.7848 -17.1053 0.80 2.29 -1.14
O 2.1566 25.4137 -17.3442 -0.21 -0.73 0.12
N 0.9883 24.0041 -16.0666 -1.18 -1.60 0.65
C 2.0206 23.6913 -15.1591 0.47 -0.62 1.32
H -0.9097 25.3799 -17.1898 -0.12 -0.01 -0.17
H -0.4597 24.2322 -18.4933 -0.05 -0.08 0.13
H 0.1739 25.8847 -18.5328 -0.44 -0.01 -0.03
H 0.1224 23.5015 -15.9341 0.13 0.24 -0.26
H 2.2839 24.5557 -14.5495 0.27 -0.01 -0.06
H 2.9070 23.2320 -15.5965 -0.02 0.24 -0.16
H 1.5711 22.9451 -14.5040 0.40 -0.05 0.31
C 8.6155 21.3610 -8.0168 -0.99 0.71 -0.84
C 8.3294 22.8503 -8.3338 -0.72 -1.88 1.90
O 7.4569 23.4506 -7.7155 0.00 0.48 -0.55
N 9.1022 23.3238 -9.2990 0.13 0.50 -0.30
C 9.0798 24.6983 -9.7313 0.47 0.19 -1.04
H 9.5853 21.2433 -7.5334 -0.21 -0.33 -0.15
H 8.5164 20.8272 -8.9620 0.85 -0.18 -0.17
H 7.7707 20.9280 -7.4811 0.35 0.34 0.63
H 9.8762 22.7311 -9.5631 0.06 0.23 -0.35
H 9.8425 25.2832 -9.2173 -0.31 0.24 0.16
H 8.0961 25.1679 -9.7319 0.02 -0.22 0.71
H 9.3372 24.7140 -10.7903 0.29 -0.04 -0.10
C 12.5520 18.7530 -12.6820 -0.38 1.60 -0.18
C 11.2995 18.1330 -12.0984 0.65 2.09 -0.99
O 11.3500 16.9610 -11.8943 -0.73 -3.11 1.03
N 10.1843 18.8924 -11.9400 0.81 0.77 -0.35
C 8.9221 18.3519 -11.5347 -0.22 -0.50 0.09
H 13.4523 18.5832 -12.0915 -0.28 -0.24 0.11
H 12.4087 19.8296 -12.7739 0.23 0.24 0.05
H 12.7245 18.3979 -13.6980 -0.13 -0.33 0.12
H 10.2248 19.8945 -12.0591 0.40 -0.18 0.06
H 8.8998 18.1701 -10.4602 -0.12 -0.06 0.06
H 8.7881 17.4164 -12.0778 -0.31 0.00 0.19
H 8.1236 19.0506 -11.7847 0.03 -0.09 0.00
C 2.6167 24.0432 -6.4899 0.50 0.14 0.08
C 2.6395 24.4528 -5.0329 1.43 -1.31 1.93
O 3.5554 24.0216 -4.2785 -2.09 1.28 -1.52
N 1.6090 25.2296 -4.5787 0.70 -0.10 0.22
C 1.4177 25.7326 -3.2061 0.46 -0.80 -0.13
H 2.1508 23.0716 -6.6544 -0.40 0.08 0.21
H 3.6598 23.8613 -6.7490 0.04 0.27 -0.15
H 2.1947 24.8010 -7.1501 -0.05 -0.14 0.02
H 0.8224 25.3767 -5.1949 0.28 0.07 -0.04
H 1.7748 26.7539 -3.0738 -0.96 0.44 -0.46
H 2.0219 25.2819 -2.4187 0.19 -0.99 -0.62
H 0.3859 25.4546 -2.9909 -0.05 0.99 0.44
C 2.2027 27.8018 -7.3704 0.18 1.01 0.21
C 0.9634 28.6879 -7.3174 -1.47 -2.26 -1.77
O -0.0868 28.2626 -7.7964 -0.17 -0.58 0.07
N 0.9628 29.9008 -6.8172 2.09 2.35 1.33
C 2.2080 30.6482 -6.5046 -1.54 -0.36 0.70
H 2.1150 27.0431 -8.1481 -0.32 0.16 0.13
H 2.3620 27.3278 -6.4019 0.07 -0.02 0.05
H 3.0688 28.4233 -7.5980 0.22 -0.17 0.10
H 0.1255 30.4641 -6.8598 -0.07 -0.54 -0.26
H 2.6705 31.0065 -7.4242 0.36 -0.02 0.31
H 2.8233 30.0433 -5.8385 0.38 -0.01 -0.52
H 1.8729 31.4617 -5.8613 0.28 0.35 -0.31
C 1.2264 16.5200 -9.8621 -0.50 0.56 1.17
C 1.9015 15.6053 -10.8270 -0.38 2.61 -3.25
O 2.2249 15.9460 -11.9811 -0.27 -0.22 1.45
N 2.1125 14.4061 -10.3803 0.61 -3.71 1.62
C 2.6333 13.2772 -11.1296 0.41 -0.88 -0.20
H 0.5434 17.2841 -10.2334 0.41 -0.10 -0.69
H 1.9875 17.0307 -9.2722 0.16 0.11 0.01
H 0.6101 15.9716 -9.1497 0.11 -0.27 0.13
H 1.7148 14.1187 -9.4975 0.05 0.46 -0.07
H 1.9055 12.8348 -11.8098 0.03 0.54 -0.45
H 2.8657 12.4255 -10.4903 -0.22 0.30 0.74
H 3.6009 13.4265 -11.6087 -0.35 0.67 -0.37
O 4.4907 21.4977 -14.0305 2.47 -1.71 -1.31
C 5.4424 21.0140 -14.6697 -2.26 1.77 1.19
O 5.6007 19.7184 -14.9726 -2.38 0.62 1.17
C 6.6315 19.5132 -15.8443 3.78 -0.33 -0.74
C 7.5077 20.8216 -15.7848 0.59 -2.43 -0.26
C 6.5203 21.8236 -15.3621 -0.21 0.63 -0.23
H 6.4261 19.2568 -16.8836 -1.12 0.29 0.04
H 7.2019 18.6565 -15.4853 -0.02 -0.04 0.09
H 8.0468 20.9213 -16.7268 -0.18 0.47 0.05
H 8.2475 20.7122 -14.9918 0.20 -0.19 0.00
H 6.0117 22.2351 -16.2340 0.00 0.59 0.10
H 7.0270 22.5623 -14.7411 -0.87 0.36 -0.02
O 2.7298 24.0762 -11.4168 -1.59 -0.16 1.34
C 1.7079 23.8887 -10.7557 2.02 0.61 -0.95
O 1.4363 24.5159 -9.6095 0.60 0.53 1.09
C 0.1192 24.1319 -9.0888 0.42 -0.08 -0.35
C -0.4971 23.6206 -10.3331 -3.02 0.48 -0.14
C 0.5990 22.9570 -11.0184 1.15 -0.21 -1.75
H -0.3262 25.0393 -8.6808 0.07 -0.28 0.22
H 0.1511 23.2650 -8.4288 0.66 0.42 0.69
H -0.8441 24.4883 -10.8941 0.01 -0.01 -0.38
H -1.3679 22.9731 -10.2300 -0.01 0.03 0.45
H 0.4272 22.9363 -12.0946 0.24 -0.79 0.06
H 0.9613 22.0416 -10.5506 -0.54 -0.57 -0.26
O 5.0011 18.1359 -6.5187 0.64 -1.09 -0.97
C 5.4913 17.2205 -7.1731 -2.85 1.27 0.82
O 4.6959 16.2414 -7.6677 -1.17 -0.08 0.16
C 5.4241 15.1520 -8.2067 1.69 -0.54 -0.34
C 6.8344 15.7083 -8.4412 0.16 0.77 0.17
C 6.8454 16.8857 -7.4568 2.71 -0.32 -0.55
H 5.0048 14.7747 -9.1394 -0.47 0.31 0.17
H 5.5270 14.3175 -7.5131 -0.62 0.07 0.34
H 6.9388 16.0260 -9.4786 0.12 0.25 0.09
H 7.6923 15.0973 -8.1605 -0.40 -0.58 -0.31
H 7.4874 17.7026 -7.7863 -0.26 0.18 0.16
H 7.2257 16.5340 -6.4977 0.31 0.01 0.27
O 10.3430 18.9387 -8.4929 -0.02 0.36 0.23
C 11.1888 18.1074 -8.2913 -2.28 -0.01 -1.16
O 12.4037 18.4271 -7.9127 1.47 0.21 0.45
C 13.2774 17.2850 -7.9301 -1.21 -0.90 -0.50
C 12.2896 16.0898 -7.9698 0.38 -0.29 0.71
C 10.9519 16.6239 -8.5216 1.68 -0.14 0.36
H 13.9166 17.2553 -7.0477 -0.08 0.32 -0.15
H 13.8539 17.2744 -8.8552 0.20 0.41 0.11
H 12.0907 15.8192 -6.9328 0.20 -0.36 0.01
H 12.8008 15.2715 -8.4768 -0.51 -0.18 -0.05
H 10.0964 16.2697 -7.9465 0.06 0.18 -0.01
H 10.7783 16.4065 -9.5755 0.10 0.27 -0.07
O 5.9077 18.5578 -9.8887 -1.03 1.43 0.55
C 5.5101 19.7144 -9.8729 0.81 -1.41 -0.59
O 6.1812 20.6197 -10.6379 -0.91 -0.24 -0.05
C 5.5529 21.8986 -10.5656 0.36 1.72 1.36
C 4.6568 21.8647 -9.2845 0.42 0.95 -1.18
C 4.3511 20.3902 -9.1330 0.32 0.57 0.47
H 5.0501 22.2789 -11.4549 -0.42 -1.06 -0.36
H 6.3557 22.6272 -10.4532 0.18 -0.02 0.32
H 3.7996 22.5218 -9.4309 -0.24 -0.29 -0.09
H 5.1676 22.2931 -8.4222 0.40 -0.26 -0.05
H 3.3658 20.1890 -9.5536 0.17 -0.57 -0.08
H 4.3592 20.1932 -8.0610 -0.12 -0.82 -0.23
O 1.3339 17.7365 -15.0241 0.61 1.09 2.09
C 1.7427 18.3058 -14.0219 0.70 0.05 -1.21
O 3.0741 18.4139 -13.7357 0.54 -1.04 -0.24
C 3.3356 18.8943 -12.4037 -0.68 1.41 -0.66
C 2.1310 19.8905 -12.2231 0.34 -1.87 1.10
C 1.0117 19.1298 -12.9694 0.39 0.30 -0.48
H 4.2855 19.4229 -12.3233 0.04 0.18 -0.87
H 3.4885 18.0691 -11.7082 -0.95 -0.19 0.05
H 2.3668 20.8828 -12.6075 0.03 -0.24 -0.29
H 1.9259 19.9677 -11.1553 -0.31 0.19 0.03
H 0.3482 19.8128 -13.5000 -0.38 -0.29 0.22
H 0.4954 18.3845 -12.3645 -0.28 0.38 0.21
O 0.5229 20.1145 -8.7764 0.66 -0.19 2.58
C 0.7617 19.8547 -7.5909 -0.78 -0.54 -2.07
O 1.6073 20.5608 -6.8309 -0.19 0.57 -1.78
C 1.7586 20.0598 -5.5182 -0.57 -0.27 -0.09
C 0.6658 18.9934 -5.3763 0.08 -0.73 0.85
C 0.2148 18.6350 -6.7939 0.72 1.59 -0.03
H 1.6881 20.9606 -4.9084 0.17 -0.49 0.54
H 2.7159 19.5415 -5.4630 0.25 0.48 0.15
H -0.2215 19.2653 -4.8044 0.25 0.42 0.11
H 1.1513 18.1865 -4.8274 -0.37 -0.33 -0.10
H -0.8743 18.6117 -6.8313 0.20 -0.25 -0.45
H 0.6892 17.7682 -7.2540 -0.21 -0.15 0.20



(2)
14
Properties=species:S:1:pos:R:3:forces:R:3 method="wB97M-V/def2-TZVPD" gap_ev="6.51 / 6.60" e_homo_ev="-8.3 / -8.3" relative_energy_kcal_mol=145.8 total_charge=0 total_energy_ev=-24227.136 multiplicity=1
C -1.4367 -0.2075 0.2829 -0.60 -1.64 -0.22
C 0.6602 -1.0038 -0.4802 -1.00 -1.67 -2.53
C 0.9040 -0.5390 0.8430 0.15 -1.85 1.63
C -0.1373 0.2458 0.0342 -0.25 0.58 0.06
C 0.2820 1.6436 -0.2498 -2.68 0.50 -3.97
S -1.7226 -3.1347 -0.0513 -0.23 0.87 0.32
I -3.1508 0.8605 -0.1215 0.42 0.14 0.04
H 1.3339 -0.8056 -1.3148 -0.08 0.36 0.32
H -0.0724 -1.8750 -0.7366 1.81 1.44 0.86
H 0.4342 -1.2111 1.5874 0.69 0.74 -0.08
H 1.8489 -0.0174 1.0758 -0.85 -0.26 -0.08
H -0.6005 2.2650 0.0185 0.52 0.00 -0.86
H 0.7051 1.8641 -1.3192 -1.09 -0.40 1.93
H 0.9521 1.9151 0.4316 3.19 1.19 2.58



(3)
6
Properties=species:S:1:pos:R:3:forces:R:3 method="wB97M-V/def2-TZVPD" gap_ev=10.90 e_homo_ev=-10.4 smiles="C=O.Br" relative_energy_kcal_mol=17.1 total_charge=0 total_energy_ev=-73174.376 multiplicity=1
C 1.2631 0.1541 0.0608 1.45 0.04 -2.47
O 0.9873 -1.0048 -0.1321 -0.68 0.91 0.15
Br -3.2401 0.1325 -0.0685 -1.21 0.90 -0.14
H 1.9624 0.3921 0.8675 -0.36 0.49 0.60
H -2.1364 -0.6645 0.0640 1.26 -0.92 0.13
H 1.1638 0.9906 -0.7917 -0.47 -1.42 1.72



(4)
13
Properties=species:S:1:pos:R:3:forces:R:3 method="wB97M-V/def2-TZVPD" gap_ev=10.44 e_homo_ev=-9.7 smiles="CNC(=O)O.O" relative_energy_kcal_mol=21.5 total_charge=0 total_energy_ev=-9820.030 multiplicity=1
C -1.3009 -2.3806 0.2990 1.10 0.41 -2.21
N 0.0133 -1.8256 0.6870 -1.07 -0.88 0.90
C 0.1965 -0.5037 0.8074 1.60 2.97 -0.94
O -0.8346 0.2755 0.4037 -1.90 -1.40 -0.01
O 1.2679 0.0230 1.0545 -0.15 -0.66 0.38
H -1.9917 -1.5571 0.3722 -0.40 -0.14 0.16
H -1.1638 -2.5909 -0.7683 -0.56 0.08 -0.17
H -1.7160 -3.3191 0.6578 0.67 0.15 1.16
H 0.8976 -2.2349 0.4234 -0.32 -0.53 0.27
H -0.7471 1.2292 0.3920 1.05 0.01 0.44
H 0.8605 3.5059 -3.3382 -0.50 -0.39 -0.31
H 1.4810 4.1240 -2.1937 0.06 0.15 0.70
O 0.7063 3.5919 -2.3935 0.42 0.22 -0.37



(5)
37
Properties=species:S:1:pos:R:3:forces:R:3 method="wB97M-V/def2-TZVPD" gap_ev=10.29 e_homo_ev=-9.6 smiles="O=C(O)CCC(=O)NC1CCCCCCC1" relative_energy_kcal_mol=0.0 total_charge=0 total_energy_ev=-20418.797 multiplicity=1
O 2.5374 -5.1503 -1.6527 0.12 -0.01 0.11
C 1.6772 -4.8300 -2.4290 0.07 -0.06 0.19
O 1.4379 -5.5137 -3.5560 -0.25 -0.16 -0.56
H 2.0570 -6.2560 -3.6401 0.03 0.20 0.26
C 0.7588 -3.6477 -2.2924 0.06 0.11 0.18
H -0.2455 -3.9399 -2.5992 0.03 0.04 -0.06
H 1.0933 -2.8785 -2.9967 -0.07 -0.11 -0.01
C 0.7809 -3.0572 -0.8877 0.11 0.01 -0.42
C 0.4149 -1.5778 -0.9065 0.01 -0.53 0.37
O 0.3544 -0.9201 -1.9239 0.02 0.21 -0.45
N 0.1735 -1.0684 0.3191 0.02 0.14 0.25
H 0.2842 -1.6569 1.1300 0.02 -0.07 -0.12
C -0.1340 0.3343 0.5503 0.05 -0.03 0.03
C 1.0289 0.9578 1.3338 -0.19 0.19 0.01
H 1.8987 1.0024 0.6747 0.08 -0.08 0.01
C 0.7792 2.3389 1.9344 0.17 -0.01 -0.22
C 0.5583 3.4740 0.9370 -0.07 -0.09 0.06
H 0.5242 4.4023 1.5147 0.05 0.04 -0.05
H 1.4230 3.5375 0.2727 0.09 0.09 0.02
C -0.7075 3.4020 0.0756 0.03 0.15 0.14
H -0.5530 2.7267 -0.7645 -0.01 0.02 -0.12
C -1.9830 2.9967 0.8259 -0.08 -0.06 -0.28
C -2.4071 1.5391 0.6284 0.01 0.09 0.36
H -2.5002 1.3438 -0.4425 -0.06 -0.02 -0.06
H -3.4017 1.4207 1.0677 -0.03 -0.03 -0.08
C -1.5021 0.4666 1.2385 -0.10 0.05 -0.27
H -1.3764 0.6431 2.3077 -0.03 -0.03 0.12
H -2.0213 -0.4896 1.1298 0.05 0.03 0.06
H -2.8089 3.6131 0.4625 0.01 0.03 0.08
H -1.8765 3.2125 1.8901 -0.06 0.05 0.10
H -0.8520 4.3970 -0.3529 0.02 -0.07 -0.08
H -0.0618 2.2926 2.6255 -0.01 0.01 0.12
H 1.6603 2.5952 2.5296 -0.08 -0.01 0.07
H 1.2763 0.2800 2.1582 0.04 -0.05 -0.03
H -0.1865 0.7619 -0.4527 -0.01 -0.04 0.15
H 0.1057 -3.5994 -0.2240 0.06 0.01 0.06
H 1.7936 -3.1525 -0.4853 -0.09 -0.01 0.06



(6)
18
Properties=species:S:1:pos:R:3:forces:R:3 method="wB97M-V/def2-TZVPD" gap_ev="8.22 / 7.28" e_homo_ev="-8.5 / -7.6" relative_energy_kcal_mol=118.1 total_charge=0 total_energy_ev=-15682.724 multiplicity=1
C 0.8752 0.2273 2.0845 0.63 -1.26 1.09
C -0.0988 0.1897 1.1770 -0.79 -1.20 -2.83
C 1.9112 1.5913 -0.4801 -0.24 0.91 -0.38
C -2.1054 -1.1104 -1.1393 3.38 -1.42 -0.10
C -0.8222 -0.2058 -1.2889 -2.31 2.22 0.70
C 0.1363 -0.3624 -0.1353 -0.98 2.70 -0.19
P 2.2359 2.1334 1.0634 -0.33 -0.39 -0.92
H 0.6198 0.6034 3.0290 -0.05 0.63 1.31
H 1.8518 -0.3172 2.0709 -1.14 0.50 -0.53
H -1.1215 0.6132 1.2313 0.96 0.25 0.67
H 2.1832 2.2138 -1.4063 -0.52 -1.37 1.16
H -2.6419 -1.3819 -2.0369 0.20 0.13 -0.38
H -1.6631 -2.0159 -0.6536 -0.94 0.17 -0.48
H -2.7440 -0.6791 -0.4688 -1.83 1.04 1.79
H -0.3653 -0.4876 -2.2006 0.75 0.02 -0.89
H -1.1845 0.9074 -1.3548 0.83 -1.93 -0.07
H 0.7882 -1.1371 -0.3184 1.88 -1.49 0.17
H 2.7598 3.3143 0.5333 0.49 0.52 -0.13